Molecular formula: C52H44AsBr3LuN10O5P
Method: DFT, ωB97M-V/def2-TZVPD

Each line ends with the Mulliken charge.
Element x y z (Å)
Lu  0.544  0.618  0.985  2.333
C  -2.973  4.877  -0.962  -0.894
N  -2.485  3.614  -0.476  0.418
C  -3.289  2.515  -0.312  -1.594
C  -2.512  1.536  0.170  -0.201
N  -1.262  1.981  0.297  0.892
C  -1.277  3.273  -0.028  -0.208
P  0.173  4.350  -0.240  -0.779
C  1.130  3.982  1.254  -0.634
N  1.371  2.775  1.825  1.011
C  2.042  3.041  2.992  -0.825
C  2.307  4.370  3.085  -0.846
N  1.725  4.956  2.010  0.162
C  1.872  6.351  1.661  -0.903
C  1.111  3.274  -1.405  -0.219
N  1.466  2.039  -1.111  1.197
C  2.166  1.589  -2.186  -0.238
C  2.252  2.535  -3.146  -1.571
N  1.564  3.603  -2.649  0.301
C  1.381  4.813  -3.407  -0.905
H  -3.619  4.715  -1.835  0.358
H  -3.591  5.350  -0.208  0.340
H  -2.156  5.533  -1.257  0.336
H  -4.347  2.544  -0.495  0.657
H  -2.751  0.508  0.479  0.305
H  2.245  2.284  3.732  0.521
H  2.756  5.009  3.850  0.419
H  2.687  6.516  0.986  0.300
H  0.951  6.698  1.217  0.395
H  2.027  6.887  2.613  0.330
H  2.555  0.569  -2.189  0.514
H  2.609  2.523  -4.150  0.480
H  0.709  5.487  -2.851  0.314
H  2.322  5.385  -3.468  0.341
H  1.023  4.623  -4.416  0.361
Br  -4.625  0.005  5.800  -0.081
C  -3.132  0.564  4.786  -0.561
C  -3.315  1.625  3.903  -1.005
C  -2.187  2.115  3.237  -0.483
N  -0.985  1.560  3.358  0.301
C  -0.819  0.594  4.256  1.178
C  -1.878  0.078  5.024  -0.769
C  0.539  0.017  4.417  0.004
C  1.000  -0.452  5.634  -0.634
C  2.296  -0.973  5.715  -0.596
Br  2.898  -1.757  7.314  -0.101
C  3.071  -0.980  4.550  -0.906
C  2.540  -0.486  3.363  -0.649
N  1.304  0.029  3.290  0.817
H  -4.260  2.070  3.679  0.534
H  -2.259  2.938  2.550  0.811
H  -1.745  -0.713  5.785  0.425
H  0.340  -0.395  6.486  0.675
H  4.087  -1.341  4.529  0.549
H  3.107  -0.570  2.440  0.235
O  -1.294  -0.653  1.647  -0.374
C  -0.706  -1.768  1.693  0.804
O  0.535  -1.796  1.514  -0.724
C  -1.551  -2.963  1.875  -0.360
C  -1.317  -4.162  1.288  0.054
C  -2.305  -5.140  1.146  -0.490
C  -3.513  -4.911  1.758  -0.178
C  -3.814  -3.765  2.475  -1.117
C  -2.804  -2.803  2.535  -0.018
N  -4.617  -5.874  1.450  1.103
O  -5.722  -5.525  1.747  -0.604
O  -4.333  -6.926  0.892  -0.604
H  -0.314  -4.331  0.865  0.137
H  -2.176  -6.019  0.560  0.640
H  -4.799  -3.668  2.939  0.530
H  -3.022  -1.851  2.990  0.283
Br  7.126  -0.725  -1.445  -0.097
C  5.437  -0.395  -0.762  -0.435
C  4.498  -1.377  -0.707  -0.759
C  3.246  -1.073  -0.164  -0.617
N  2.910  0.123  0.338  1.336
C  3.871  1.091  0.251  -0.462
C  5.114  0.885  -0.296  -0.965
H  4.693  -2.398  -0.975  0.792
H  2.476  -1.850  -0.091  0.546
H  3.657  2.071  0.688  0.101
H  5.904  1.655  -0.292  0.447
O  0.179  -0.533  -0.865  1.937
As  -0.151  -1.553  -2.166  1.197
C  -1.627  -2.704  -1.892  0.245
C  -2.759  -2.136  -1.276  -0.318
C  -3.923  -2.871  -1.179  -0.579
C  -3.977  -4.173  -1.738  -0.715
C  -2.858  -4.719  -2.350  -0.926
C  -1.668  -4.001  -2.415  -0.496
C  1.361  -2.647  -2.525  0.456
C  1.706  -3.729  -1.727  0.212
C  2.869  -4.411  -1.962  -0.555
C  3.693  -4.029  -3.011  -0.982
C  3.356  -2.920  -3.758  -0.707
C  2.160  -2.243  -3.568  -1.136
C  -0.537  -0.312  -3.567  0.222
C  -0.665  -0.669  -4.897  -0.275
C  -0.966  0.313  -5.842  -1.093
C  -1.289  1.586  -5.390  -0.821
C  -1.253  1.915  -4.036  -0.632
C  -0.815  0.997  -3.106  0.142
H  -2.726  -1.144  -0.865  0.164
H  -4.791  -2.471  -0.698  0.513
H  -4.877  -4.722  -1.662  0.527
H  -2.887  -5.705  -2.777  0.473
H  -0.817  -4.451  -2.913  0.428
H  0.982  -4.005  -0.927  -0.042
H  3.090  -5.290  -1.347  0.438
H  4.567  -4.593  -3.286  0.464
H  4.072  -2.640  -4.551  0.429
H  1.979  -1.399  -4.214  0.489
H  -0.483  -1.697  -5.192  0.511
H  -1.126  0.028  -6.865  0.429
H  -1.545  2.339  -6.095  0.495
H  -1.524  2.901  -3.678  0.569
H  -0.640  1.184  -2.056  -0.246

As for the charge: +2. Its molecular weight is 1409.56 g/mol. The energy above the lowest of the compared OMol25 structures with the same formula, charge and spin comes out at 0.000 eV. For the HOMO energy, the calculation gives -13.4 eV. Its spin multiplicity is 1. For the energy, the calculation gives -14466.16241 Ha.